(1)
Density functional theory data (ωB97M-V with the def2-TZVPD basis set) for a molecular structure, C26H25CuF5NOTe at a distorted geometry.

Properties
Multiplicity: 2
Expectation value of S²: 0.762
Total charge: -1
Gap between HOMO and LUMO (alpha / beta) in eV: 7.26 / 6.93
Total energy in hartree: -3543.5739

Last column: natural (NBO) charge in e.
CARTESIAN COORDINATES (ANGSTROEM)
Cu (-0.298, -3.060, -2.102)  0.727
C (-1.619, -3.391, 1.736)  -0.715
C (-1.940, -3.491, 0.234)  0.593
O (-2.835, -4.242, -0.159)  -0.662
N (-1.201, -2.729, -0.547)  -0.823
Te (0.099, -0.841, -0.053)  0.695
C (1.259, 0.865, 0.856)  -0.311
C (1.169, 2.176, 0.389)  -0.028
C (0.167, 2.546, -0.663)  -0.637
C (2.033, 3.151, 0.877)  -0.234
C (2.995, 2.853, 1.828)  -0.017
C (3.934, 3.897, 2.359)  -0.622
C (3.089, 1.545, 2.280)  -0.275
C (2.244, 0.560, 1.799)  0.073
C (2.406, -0.856, 2.275)  -0.652
C (-1.730, 0.166, 0.360)  -0.177
C (-2.595, 0.503, -0.679)  -0.058
C (-2.305, 0.194, -2.114)  -0.653
C (-3.795, 1.148, -0.395)  -0.187
C (-4.164, 1.445, 0.904)  -0.024
C (-5.464, 2.122, 1.225)  -0.623
C (-3.299, 1.095, 1.931)  -0.236
C (-2.088, 0.469, 1.677)  -0.042
C (-1.201, 0.149, 2.841)  -0.647
H (-2.040, -4.248, 2.256)  0.218
H (-2.050, -2.478, 2.140)  0.218
H (-0.538, -3.372, 1.867)  0.215
H (0.120, 1.765, -1.422)  0.226
H (0.439, 3.488, -1.135)  0.203
H (-0.827, 2.651, -0.227)  0.224
H (1.960, 4.160, 0.488)  0.193
H (3.759, 4.858, 1.882)  0.207
H (4.968, 3.604, 2.181)  0.211
H (3.804, 4.018, 3.435)  0.210
H (3.847, 1.290, 3.011)  0.193
H (3.220, -0.939, 2.992)  0.202
H (2.619, -1.510, 1.428)  0.221
H (1.491, -1.213, 2.747)  0.219
H (-1.251, -0.032, -2.272)  0.238
H (-2.593, 1.032, -2.750)  0.208
H (-2.875, -0.682, -2.421)  0.233
H (-4.449, 1.415, -1.217)  0.191
H (-6.030, 2.331, 0.322)  0.209
H (-5.284, 3.059, 1.751)  0.211
H (-6.068, 1.489, 1.874)  0.214
H (-3.576, 1.317, 2.956)  0.195
H (-1.786, 0.041, 3.754)  0.207
H (-0.475, 0.951, 2.985)  0.230
H (-0.655, -0.773, 2.648)  0.224
F (0.376, -0.922, -4.216)  -0.333
C (1.398, -1.802, -4.125)  0.290
C (1.224, -2.951, -3.347)  -0.532
C (2.350, -3.780, -3.332)  0.296
F (2.312, -4.928, -2.621)  -0.329
C (3.540, -3.506, -4.000)  0.236
F (4.584, -4.360, -3.940)  -0.312
C (3.645, -2.344, -4.752)  0.247
F (4.782, -2.056, -5.415)  -0.308
C (2.558, -1.482, -4.817)  0.276
F (2.645, -0.362, -5.563)  -0.319

---

(2)
Density functional theory data (ωB97M-V with the def2-TZVPD basis set) for 2 unconnected molecules or ions with the total composition C8H17FO3PS at a distorted geometry.

Properties
Total charge: -1
Gap between HOMO and LUMO in eV: 4.92
Total energy in hartree: -1379.9675

Last column: natural (NBO) charge in e.
CARTESIAN COORDINATES (ANGSTROEM)
C (-0.735, 2.811, -0.315)  -0.773
C (-0.109, 1.461, -1.039)  0.779
O (1.196, 1.202, -0.771)  -0.589
O (-0.865, 0.539, -1.915)  -0.573
C (-1.078, -0.703, -1.147)  -0.383
P (-1.576, -2.221, -2.198)  0.648
S (-2.204, -3.703, -0.718)  -0.334
C (-0.091, -2.982, -3.135)  -0.736
C (1.008, -3.503, -1.989)  -0.454
C (2.470, -2.758, -2.289)  0.034
F (2.516, -1.496, -1.509)  -0.380
H (-0.922, 2.662, 0.854)  0.372
H (0.029, 3.722, -0.409)  0.252
H (-1.789, 3.117, -0.768)  0.214
H (-0.163, -1.009, -0.480)  0.226
H (-1.996, -0.482, -0.418)  0.231
H (-1.291, -3.449, 0.355)  0.144
H (-0.386, -3.897, -3.835)  0.244
H (0.415, -2.186, -3.838)  0.246
H (0.645, -3.116, -0.922)  0.226
H (1.136, -4.667, -2.014)  0.221
H (3.362, -3.443, -1.915)  0.174
H (2.558, -2.516, -3.451)  0.172
C (0.009, 2.770, 4.637)  -0.625
C (-0.568, 3.919, 3.790)  -0.003
O (-1.207, 3.365, 2.773)  -0.963
H (0.717, 2.156, 4.066)  0.181
H (0.552, 3.180, 5.497)  0.147
H (-0.778, 2.114, 5.029)  0.178
H (0.289, 4.577, 3.575)  0.062
H (-1.143, 4.537, 4.497)  0.063

---

(3)
Density functional theory data (ωB97M-V with the def2-TZVPD basis set) for 14 unconnected molecules or ions with the total composition C22H59BBrClN16O30P.

Properties
Total charge: +1
Gap between HOMO and LUMO in eV: 9.23
Total energy in hartree: -7405.9500

Last column: Mulliken charge in e.
CARTESIAN COORDINATES (ANGSTROEM)
C (1.965, 2.406, -0.250)  -1.320
C (0.688, 3.223, -0.572)  0.061
B (-0.528, 2.372, -1.010)  0.117
O (-0.748, 1.858, -2.243)  -0.307
N (-1.779, 2.146, 0.002)  0.945
O (-1.371, 2.545, 1.304)  -0.526
C (-2.919, 2.997, -0.524)  -0.617
C (-4.323, 2.368, -0.583)  0.178
C (-5.224, 2.768, 0.597)  -1.055
N (-5.926, 4.004, 0.259)  -0.373
O (-4.323, 0.950, -0.727)  -0.383
C (-3.080, 0.343, -1.025)  -0.110
P (-3.546, -1.481, -1.267)  0.061
O (-2.207, -2.062, -1.952)  -0.401
Cl (-4.654, -1.018, -2.930)  -0.243
C (-2.153, 0.667, 0.153)  0.535
Br (-0.454, -0.269, 0.065)  0.130
C (-2.886, 0.417, 1.489)  -0.421
C (-2.054, -0.107, 2.625)  -0.631
N (-2.071, -1.267, 3.102)  -0.535
H (1.812, 1.662, 0.530)  0.067
H (2.334, 1.929, -1.158)  0.335
H (2.744, 3.102, 0.061)  0.482
H (0.470, 3.937, 0.222)  0.323
H (0.932, 3.827, -1.456)  0.201
H (-0.454, 2.446, -2.952)  0.324
H (-1.361, 3.515, 1.286)  0.393
H (-2.966, 3.906, 0.079)  0.285
H (-2.618, 3.314, -1.517)  0.209
H (-4.773, 2.810, -1.478)  0.374
H (-5.880, 1.925, 0.830)  0.319
H (-4.616, 2.973, 1.483)  0.404
H (-6.864, 3.816, -0.072)  0.253
H (-6.010, 4.617, 1.061)  0.213
H (-2.664, 0.717, -1.964)  0.180
H (-1.989, -1.730, -2.833)  0.329
H (-3.355, 1.348, 1.802)  -0.010
H (-3.698, -0.285, 1.286)  0.631
H (-1.350, 0.599, 3.065)  0.452
H (-2.755, -1.875, 2.645)  0.224
C (-7.058, 7.680, -0.409)  -0.752
N (-6.964, 7.838, 1.070)  0.911
O (-6.276, 7.047, 1.693)  -0.562
O (-7.587, 8.746, 1.567)  -0.525
H (-6.448, 6.829, -0.691)  0.248
H (-8.104, 7.532, -0.654)  0.332
H (-6.704, 8.604, -0.857)  0.322
C (-0.140, -1.796, 6.014)  -0.459
N (1.032, -0.938, 6.319)  0.886
O (2.118, -1.461, 6.473)  -0.477
O (0.849, 0.262, 6.312)  -0.529
H (0.171, -2.832, 6.015)  0.210
H (-0.908, -1.599, 6.757)  0.295
H (-0.483, -1.493, 5.027)  0.100
C (-8.390, 7.514, -5.152)  -0.672
N (-8.254, 8.055, -3.772)  0.915
O (-7.488, 8.977, -3.587)  -0.528
O (-8.929, 7.535, -2.905)  -0.542
H (-7.744, 8.079, -5.808)  0.242
H (-8.116, 6.464, -5.114)  0.288
H (-9.431, 7.620, -5.439)  0.298
C (3.235, -0.392, 3.877)  -0.500
N (3.380, 0.013, 2.453)  0.904
O (2.387, -0.042, 1.747)  -0.540
O (4.469, 0.385, 2.077)  -0.578
H (2.209, -0.701, 4.014)  0.004
H (3.927, -1.209, 4.055)  0.266
H (3.492, 0.463, 4.495)  0.322
C (-2.869, 0.630, -5.621)  -0.355
N (-2.441, 1.965, -6.129)  0.889
O (-1.370, 2.046, -6.688)  -0.533
O (-3.200, 2.890, -5.917)  -0.518
H (-2.096, -0.091, -5.859)  0.296
H (-3.013, 0.738, -4.551)  -0.109
H (-3.812, 0.382, -6.098)  0.345
C (5.410, -0.389, -1.407)  -0.613
N (5.451, 0.685, -2.435)  0.889
O (6.381, 0.703, -3.208)  -0.532
O (4.538, 1.493, -2.431)  -0.547
H (6.282, -1.016, -1.543)  0.329
H (5.405, 0.088, -0.433)  0.213
H (4.487, -0.941, -1.556)  0.245
C (-0.033, 6.845, -3.076)  -0.811
N (-0.592, 5.949, -2.030)  0.847
O (-0.361, 6.195, -0.871)  -0.516
O (-1.240, 4.984, -2.414)  -0.449
H (0.517, 7.635, -2.579)  0.324
H (0.608, 6.238, -3.710)  0.314
H (-0.871, 7.230, -3.650)  0.288
C (-7.174, 8.766, -9.908)  -0.704
N (-7.915, 8.408, -8.668)  0.814
O (-8.478, 9.294, -8.061)  -0.491
O (-7.908, 7.237, -8.339)  -0.496
H (-7.274, 9.833, -10.064)  0.311
H (-6.140, 8.471, -9.760)  0.286
H (-7.614, 8.193, -10.719)  0.285
C (2.966, -4.630, 5.682)  -0.527
N (2.870, -3.980, 4.349)  0.926
O (3.798, -4.092, 3.579)  -0.523
O (1.857, -3.344, 4.113)  -0.487
H (3.920, -5.138, 5.753)  0.115
H (2.864, -3.839, 6.421)  0.237
H (2.139, -5.329, 5.757)  0.314
C (5.781, -8.177, 3.683)  -0.504
N (5.141, -7.484, 4.827)  0.980
O (4.067, -7.892, 5.228)  -0.565
O (5.727, -6.530, 5.299)  -0.600
H (5.145, -8.998, 3.380)  0.221
H (5.898, -7.450, 2.885)  0.365
H (6.754, -8.536, 4.007)  0.127
C (2.542, -9.087, 0.012)  -0.763
N (3.714, -9.517, 0.820)  0.823
O (3.707, -10.635, 1.293)  -0.517
O (4.616, -8.715, 0.956)  -0.420
H (1.833, -9.906, -0.015)  0.308
H (2.129, -8.206, 0.494)  0.285
H (2.913, -8.836, -0.977)  0.298
C (10.802, -7.663, 4.934)  -0.751
N (9.863, -8.650, 4.336)  0.895
O (10.263, -9.357, 3.437)  -0.531
O (8.737, -8.679, 4.793)  -0.564
H (11.754, -7.754, 4.426)  0.300
H (10.358, -6.682, 4.798)  0.297
H (10.880, -7.896, 5.991)  0.297
C (7.723, -10.522, 1.037)  -0.388
N (7.933, -9.370, 0.115)  0.924
O (8.455, -9.578, -0.959)  -0.555
O (7.558, -8.288, 0.515)  -0.511
H (8.099, -11.415, 0.554)  0.286
H (8.264, -10.297, 1.953)  0.127
H (6.656, -10.580, 1.237)  0.109

---

(4)
Density functional theory data (ωB97M-V with the def2-TZVPD basis set) for Cl2S in the gas phase at a distorted geometry.

Properties
ΔE to the lowest compared entry with this formula, charge and spin in kJ/mol: 293.63
Gap between HOMO and LUMO (alpha / beta) in eV: 6.17 / 6.18
Total energy in hartree: -1318.4414

Last column: natural (NBO) charge in e.
CARTESIAN COORDINATES (ANGSTROEM)
S (1.168, 1.374, -0.010)  -0.091
Cl (-1.733, -0.680, 0.004)  -0.116
Cl (0.565, -0.694, 0.006)  0.207

---

- Which of these has the lowest total energy?
  C22H59BBrClN16O30P

---

- Number 2 is which compound?
  C8H17FO3PS

---

Copy entry 4 word for word.
Density functional theory data (ωB97M-V with the def2-TZVPD basis set) for Cl2S in the gas phase at a distorted geometry.

Properties
ΔE to the lowest compared entry with this formula, charge and spin in kJ/mol: 293.63
Gap between HOMO and LUMO (alpha / beta) in eV: 6.17 / 6.18
Total energy in hartree: -1318.4414

Last column: natural (NBO) charge in e.
CARTESIAN COORDINATES (ANGSTROEM)
S (1.168, 1.374, -0.010)  -0.091
Cl (-1.733, -0.680, 0.004)  -0.116
Cl (0.565, -0.694, 0.006)  0.207